Record 1
# C3H4N2O2

A 2-piece molecular cluster, C3H4N2O2 overall (ωB97M-V/def2-TZVPD, the Open Molecules 2025 dataset).

Output
gap between HOMO and LUMO: 9.51 eV
lowest unoccupied orbital energy: 0.63 eV
relative energy (zero: lowest compared OMol25 entry of this formula, charge and spin): 65.9 kcal per mole
electronic energy: -10249.409 eV
total charge: 0

```
11
Properties=species:S:1:pos:R:3:forces:R:3:nbo_charge:R:1
O 2.1714 1.8105 -0.7105 0.45 -0.67 0.17 -0.546
O 3.4919 -0.0248 -0.1386 -0.45 0.64 -0.26 -0.521
N 0.6379 -0.2285 0.5777 -0.34 0.06 0.23 -0.662
N -2.1940 -0.8641 -0.2291 -0.15 0.28 0.13 -0.715
C -1.7840 0.0312 0.6315 0.01 -0.23 -0.43 0.085
C -0.4158 0.4634 0.3697 0.20 0.10 0.39 0.007
C 2.7927 0.8679 -0.4074 0.16 0.09 0.05 1.057
H 0.3737 -1.1396 0.9546 0.16 -0.21 -0.17 0.332
H -3.1369 -1.2131 -0.1458 0.04 -0.19 -0.01 0.394
H -0.2819 1.5188 0.1221 -0.05 -0.06 -0.31 0.198
H -1.6550 -1.2217 -1.0243 -0.04 0.18 0.21 0.372
```
Forces are in eV/Å.


Record 2
# C3H4N2O2

C3H4N2O2 as an isolated structure (ωB97M-V/def2-TZVPD, the Open Molecules 2025 dataset).

Output
gap between HOMO and LUMO: 9.18 eV
lowest unoccupied orbital energy: 0.59 eV
relative energy (zero: lowest compared OMol25 entry of this formula, charge and spin): 115.7 kcal per mole
electronic energy: -10247.247 eV
total charge: 0

```
11
Properties=species:S:1:pos:R:3:forces:R:3:nbo_charge:R:1
O 2.0146 0.6492 -0.9897 1.06 -1.40 0.32 -0.585
O 1.4030 0.5461 1.2102 0.33 0.50 -0.65 -0.502
N -1.7873 -0.3822 -0.1217 0.22 0.27 -0.20 -0.758
N 0.5074 -1.0299 -0.1609 0.03 0.11 0.02 -0.670
C -0.4944 -0.1462 0.1673 -0.14 0.15 -0.24 0.437
C 1.5229 0.0880 -0.0429 0.90 -0.39 -0.70 0.849
C 0.1056 1.0516 0.6363 -0.63 -0.06 0.31 -0.237
H 0.4782 1.6980 -0.1918 -1.76 0.80 1.02 0.245
H 0.6761 -1.8904 0.3560 -0.14 0.14 -0.11 0.405
H -2.4438 0.3594 0.0764 0.12 0.00 0.01 0.410
H -1.9822 -0.9437 -0.9393 0.01 -0.12 0.22 0.407
```
Forces are in eV/Å.